1.
{"formula": "C11H30Cu5O13", "method": "wB97M-V/def2-TZVPD", "elements": ["Cu", "Cu", "Cu", "Cu", "Cu", "C", "O", "O", "O", "C", "C", "O", "O", "H", "H", "H", "H", "H", "H", "C", "C", "O", "O", "H", "H", "H", "H", "H", "H", "C", "C", "O", "O", "H", "H", "H", "H", "H", "H", "C", "C", "O", "O", "H", "H", "H", "H", "H", "H", "C", "C", "O", "O", "H", "H", "H", "H", "H", "H"], "xyz": [[-1.5639, -1.9259, 2.3382], [-4.5207, 0.1409, 0.2599], [0.0760, 0.6858, 3.6918], [-1.9068, -1.9013, -1.1626], [-2.3442, 2.0507, 2.1846], [-1.1022, 0.3127, 0.6171], [-0.5233, -0.8178, 0.4168], [-2.2380, 0.5942, 0.0354], [-0.5478, 1.1704, 1.4221], [3.2204, -0.3871, 0.7047], [4.5421, -0.8479, 1.2504], [5.5006, -0.6859, 0.2075], [2.0797, -0.7904, 1.5349], [3.0699, -0.8478, -0.2763], [3.1077, 0.7000, 0.7465], [4.6543, -1.8827, 1.5764], [4.7270, -0.2262, 2.1346], [6.2954, -0.2881, 0.5786], [1.3351, -0.8163, 0.9317], [0.3303, 4.2123, 3.2803], [1.3175, 3.3764, 2.4549], [1.0065, 3.3596, 1.0815], [-0.9397, 3.5619, 3.5005], [0.2375, 5.1645, 2.7570], [0.7318, 4.3198, 4.2931], [1.5179, 2.4431, 3.0202], [2.2454, 3.9422, 2.5665], [0.3528, 2.6493, 1.0204], [-1.5295, 4.1861, 3.9449], [-4.5868, 1.7056, -2.3309], [-3.6727, 2.9479, -2.5674], [-2.9228, 2.7430, -3.7397], [-3.8079, 0.5334, -2.1519], [-5.1872, 1.6299, -3.2370], [-5.2955, 1.9141, -1.5085], [-3.0381, 3.0332, -1.6681], [-4.1960, 3.9046, -2.5780], [-2.0380, 2.4849, -3.4667], [-3.0561, 0.7455, -1.5755], [1.2682, -0.9734, -3.0106], [0.0013, -1.5575, -3.6160], [-1.2239, -0.9949, -3.0965], [1.1238, 0.3382, -2.5155], [2.0064, -0.8955, -3.8084], [1.6330, -1.6297, -2.2113], [-0.1075, -2.6385, -3.5151], [0.0164, -1.3856, -4.6958], [-1.4133, -0.1674, -3.5509], [0.9100, 0.3935, -1.5853], [0.7880, -4.6990, 0.1196], [0.6523, -4.4979, 1.6243], [-0.6489, -3.9661, 1.9900], [0.7473, -3.3998, -0.4930], [-0.0719, -5.2740, -0.2336], [1.7516, -5.1433, -0.1116], [1.3789, -3.7571, 1.9682], [0.9183, -5.3352, 2.2731], [-1.2636, -4.6968, 2.1406], [0.2028, -2.8144, 0.0401]], "forces_ev_per_angstrom": [[1.266, -0.993, -0.948], [0.731, 0.287, -1.224], [0.593, 0.652, -1.198], [0.983, 0.966, -0.832], [1.246, 0.749, -0.255], [-0.224, -0.355, -0.130], [-1.519, -0.497, 0.254], [-0.055, -0.272, 1.414], [-1.372, -0.522, 1.071], [-1.205, -0.312, 0.251], [0.873, 0.222, 0.433], [-0.274, 0.560, 0.341], [0.072, -0.480, 0.589], [0.109, 0.469, -0.116], [0.793, -0.042, -0.850], [-0.923, -0.169, 0.035], [0.454, -0.025, -0.083], [0.032, -0.054, -0.163], [-0.110, -0.058, 0.009], [1.082, -0.213, 0.173], [-0.304, 1.917, 0.592], [-0.106, -1.038, 1.049], [-1.219, -0.988, -0.771], [-0.386, 0.020, 0.224], [0.263, 0.426, -0.263], [-0.111, -0.707, -0.603], [0.163, -0.182, -0.052], [0.134, 0.254, -0.625], [0.168, -0.001, 0.116], [-0.267, 2.305, -0.932], [-0.053, -0.904, 0.997], [0.086, 0.034, 0.397], [-0.251, -0.835, 1.240], [-0.001, -0.559, 0.074], [0.171, -0.166, 0.127], [0.292, -0.024, -0.154], [-0.424, -0.248, -0.420], [0.126, 0.178, -0.348], [0.166, 0.218, -0.465], [0.426, -0.359, 0.886], [-0.469, 0.005, -1.170], [-0.203, -0.603, 1.032], [-0.393, 0.834, -0.530], [0.128, -0.252, 0.171], [0.136, 0.000, -0.225], [0.340, 0.056, 0.292], [-0.190, 0.114, 0.087], [-0.154, 0.018, 0.137], [0.070, -0.443, 0.131], [-0.781, 0.841, 0.986], [1.500, 0.187, 0.446], [-1.087, 0.739, 0.204], [-0.149, -0.017, -0.513], [0.355, -0.377, -0.186], [-0.120, -0.192, -0.121], [-0.132, 0.318, -0.354], [-0.570, -0.441, -0.412], [0.132, -0.036, -0.028], [0.164, -0.005, 0.211]], "lowdin_charge": [0.67, 0.73, 0.73, 0.62, 0.65, -0.77, -0.06, -0.09, -0.10, -0.18, -0.24, -0.04, -0.12, 0.12, 0.13, 0.13, 0.13, 0.10, 0.00, -0.17, -0.24, -0.01, -0.10, 0.15, 0.14, 0.11, 0.15, 0.03, 0.12, -0.21, -0.22, -0.01, -0.09, 0.14, 0.11, 0.11, 0.14, 0.09, 0.01, -0.21, -0.16, -0.09, -0.04, 0.14, 0.10, 0.13, 0.14, 0.11, 0.06, -0.16, -0.16, -0.10, -0.07, 0.13, 0.15, 0.13, 0.15, 0.12, 0.00], "total_charge": 3, "gap_ev": 4.006, "e_homo_ev": -16.401, "total_energy_ha": -9616.396310}

2.
{"formula": "C3H8N4", "method": "wB97M-V/def2-TZVPD", "elements": ["H", "N", "C", "N", "C", "C", "N", "N", "H", "H", "H", "H", "H", "H", "H"], "xyz": [[1.1701, -0.8095, 1.1714], [1.3166, -0.0079, 1.8309], [1.0994, 1.1938, 1.2279], [0.1862, 1.5701, 0.1908], [-0.7995, 0.5005, -0.2997], [0.0176, -0.1041, -1.3960], [0.1460, -1.3675, -1.3982], [-0.6777, -2.0315, -0.4539], [1.6494, 2.0545, 1.6921], [-0.0475, 2.4818, 0.1973], [-1.9090, 1.0574, -0.5074], [-0.7722, -0.3272, 0.5295], [0.7268, 0.4917, -1.9005], [-1.6661, -1.5840, -0.5524], [-0.4401, -3.1182, -0.3319]], "forces_ev_per_angstrom": [[-0.777, 0.814, 0.807], [0.269, 3.209, -3.431], [-0.610, -2.454, 1.504], [1.383, -5.206, 1.587], [-0.049, 2.831, 1.497], [-1.501, -1.288, 1.009], [0.354, -1.405, 0.456], [-0.609, -0.877, -0.870], [-0.874, -0.592, -0.445], [-1.012, 3.500, -0.075], [3.128, -1.876, 0.495], [-0.730, 1.866, -1.160], [0.436, 0.493, -0.934], [2.012, -2.539, 0.587], [-1.420, 3.525, -1.026]], "lowdin_charge": [0.01, 0.03, -0.25, -0.03, -0.19, -0.23, -0.06, -0.08, 0.11, 0.05, 0.18, 0.10, 0.09, 0.12, 0.15], "de_lowest_kcal_mol": 103.7, "gap_ev": 9.584, "e_homo_ev": -8.780, "total_energy_ha": -337.988584}